# 1
112
Properties=species:S:1:pos:R:3:lowdin_charge:R:1 method="wB97M-V/def2-TZVPD" lumo_energy_ev=-0.02 mol_weight_g_mol=795.83 gap_ha=0.37908 de_lowest_kcal_mol=65.6 total_charge=0 smiles="C[C@H]1COC(=O)O1.C[C@H]1COC(=O)O1.C[C@H]1COC(=O)O1.C[C@H]1COC(=O)O1.COC(=O)OC.COC(=O)OC.CCCC#N.CCCC#N.CCCC#N"
C 0.87 3.15 -0.59 0.003
C 0.30 3.85 -1.85 -0.322
C -0.88 4.83 -1.65 -0.121
O -0.70 5.72 -2.65 0.113
C 0.53 5.76 -2.98 -0.593
O 1.01 6.66 -3.65 0.137
O 1.20 4.73 -2.44 0.102
H 1.53 3.80 -0.01 0.056
H 1.37 2.12 -1.01 0.131
H 0.03 2.88 0.07 0.062
H 0.12 3.19 -2.62 0.112
H -0.69 5.26 -0.64 0.141
H -1.93 4.44 -1.65 0.146
C 2.07 -5.76 -1.36 0.005
C 0.59 -5.21 -1.51 -0.270
C 0.10 -4.43 -0.33 -0.162
O -0.23 -3.18 -0.73 0.079
C 0.01 -3.09 -2.02 -0.592
O -0.15 -2.12 -2.71 0.127
O 0.55 -4.20 -2.50 0.120
H 2.42 -6.44 -0.51 0.118
H 2.50 -4.80 -1.07 0.062
H 2.41 -6.17 -2.30 0.072
H -0.05 -6.06 -1.69 0.143
H 0.69 -4.38 0.54 0.112
H -0.79 -4.89 0.07 0.115
C -0.39 -0.30 0.64 0.008
C 0.09 -0.79 2.07 -0.266
C -1.05 -1.40 2.83 -0.076
O -0.58 -2.65 3.36 0.091
C 0.63 -2.90 2.87 -0.537
O 1.32 -3.90 3.19 0.083
O 1.01 -1.85 2.14 0.068
H -0.41 -1.01 -0.14 0.040
H 0.40 0.26 0.16 0.050
H -1.39 0.15 0.68 0.048
H 0.53 -0.03 2.63 0.111
H -1.83 -1.71 2.05 0.146
H -1.65 -0.86 3.53 0.125
C 3.94 -3.30 1.35 -0.018
C 4.65 -2.60 2.54 -0.261
C 3.99 -2.66 3.95 -0.125
O 5.11 -2.58 4.76 0.063
C 6.22 -3.06 4.12 -0.500
O 7.25 -3.51 4.62 0.118
O 5.96 -3.20 2.79 0.075
H 3.81 -4.36 1.45 0.073
H 4.66 -3.14 0.52 0.085
H 2.98 -2.81 1.08 0.063
H 4.71 -1.54 2.34 0.129
H 3.50 -3.59 4.19 0.119
H 3.18 -1.90 3.96 0.138
C 4.40 2.62 1.40 -0.067
O 4.44 1.98 0.16 -0.001
C 3.67 0.92 -0.12 -0.346
O 2.94 0.31 0.97 -0.089
O 3.64 0.52 -1.42 -0.016
C 2.83 -0.63 -1.78 -0.016
H 5.27 2.22 1.87 0.087
H 3.58 2.50 2.12 0.095
H 4.56 3.70 1.24 0.102
H 2.81 -1.47 -1.07 0.086
H 3.43 -1.10 -2.62 0.120
H 1.84 -0.29 -2.09 0.079
C -0.28 2.14 4.78 0.021
O 0.53 3.34 4.62 0.059
C 0.96 3.66 3.45 -0.507
O 0.77 2.84 2.33 -0.069
O 1.54 4.78 3.39 0.058
C 1.72 5.37 2.16 -0.062
H -0.74 2.18 5.71 0.082
H 0.19 1.24 4.64 0.065
H -1.14 2.28 4.11 0.090
H 2.75 5.53 1.72 0.117
H 1.45 6.46 2.34 0.117
H 0.98 5.04 1.41 0.081
C -4.37 2.51 3.49 -0.065
C -4.53 2.89 1.94 -0.179
C -3.53 2.08 1.04 -0.206
C -4.14 0.83 0.81 -0.266
N -4.67 -0.19 0.62 0.184
H -3.37 2.41 3.73 0.012
H -4.68 1.52 3.78 0.065
H -4.95 3.05 4.21 0.060
H -4.15 3.89 1.87 0.076
H -5.56 3.00 1.55 0.120
H -2.48 1.94 1.41 0.116
H -3.28 2.62 0.12 0.096
C -1.11 0.81 -5.88 -0.095
C -2.17 0.15 -5.01 -0.279
C -2.84 1.22 -4.26 -0.196
C -2.45 1.11 -2.84 -0.179
N -2.13 1.03 -1.73 0.210
H -1.53 1.50 -6.55 0.059
H -0.51 0.06 -6.47 0.098
H -0.44 1.29 -5.19 0.068
H -1.73 -0.60 -4.36 0.080
H -2.92 -0.32 -5.72 0.135
H -3.90 1.25 -4.38 0.112
H -2.50 2.28 -4.44 0.137
C -4.46 -3.12 -4.02 -0.124
C -3.78 -2.12 -3.09 -0.264
C -3.87 -2.30 -1.53 -0.140
C -3.47 -3.68 -1.29 -0.204
N -3.13 -4.74 -0.96 0.174
H -4.22 -3.04 -5.16 0.105
H -5.57 -2.81 -3.96 0.100
H -4.32 -4.13 -3.73 0.036
H -4.22 -1.18 -3.54 0.106
H -2.74 -2.08 -3.47 0.077
H -4.80 -2.09 -1.13 0.071
H -3.17 -1.63 -1.10 0.069


# 2
111
Properties=species:S:1:pos:R:3:lowdin_charge:R:1 method="wB97M-V/def2-TZVPD" lumo_energy_ev="-6.45 / -6.45" mol_weight_g_mol=968.76 gap_ha="0.21952 / 0.21976" total_charge=+2
Co 0.23 0.31 -0.53 0.444
C -1.49 2.27 1.38 -0.201
P -1.48 1.97 -0.43 1.152
C -1.15 3.55 -1.26 -0.353
C -0.75 4.72 -0.62 -0.064
C -0.48 5.86 -1.37 -0.055
C -0.60 5.83 -2.75 -0.056
C -0.99 4.67 -3.40 -0.058
C -1.24 3.53 -2.66 -0.134
C -3.22 1.60 -0.76 -0.322
C -3.75 0.49 -0.09 -0.105
C -5.07 0.12 -0.28 -0.052
C -5.87 0.85 -1.14 -0.044
C -5.36 1.96 -1.79 -0.046
C -4.04 2.34 -1.61 -0.061
C -0.89 1.08 2.06 -0.370
C -0.79 0.76 3.40 -0.035
C 0.02 -0.40 3.49 -0.033
C 0.37 -0.76 2.20 -0.387
C 1.25 -1.85 1.70 -0.213
P 1.72 -1.47 -0.05 1.136
C 3.50 -1.13 -0.04 -0.334
C 4.40 -1.90 0.69 -0.071
C 5.76 -1.64 0.61 -0.050
C 6.23 -0.61 -0.20 -0.051
C 5.34 0.15 -0.94 -0.066
C 3.98 -0.10 -0.86 -0.096
C 1.59 -3.07 -0.90 -0.334
C 1.45 -3.04 -2.29 -0.085
C 1.35 -4.21 -3.02 -0.046
C 1.41 -5.43 -2.36 -0.042
C 1.57 -5.47 -0.98 -0.047
C 1.66 -4.30 -0.25 -0.074
N -0.21 0.14 1.34 -0.064
H -2.50 2.49 1.73 0.113
H -0.87 3.15 1.59 0.082
H -0.67 4.77 0.46 0.102
H -0.19 6.76 -0.86 0.118
H -0.40 6.73 -3.33 0.120
H -1.09 4.65 -4.47 0.119
H -1.53 2.61 -3.16 0.107
H -3.11 -0.04 0.61 0.087
H -5.48 -0.73 0.25 0.116
H -6.90 0.55 -1.31 0.119
H -6.00 2.55 -2.44 0.118
H -3.67 3.22 -2.11 0.100
H -1.23 1.30 4.21 0.115
H 0.31 -0.93 4.38 0.115
H 0.73 -2.81 1.72 0.088
H 2.15 -1.94 2.32 0.102
H 4.05 -2.72 1.30 0.110
H 6.45 -2.24 1.18 0.118
H 7.29 -0.42 -0.26 0.117
H 5.70 0.94 -1.59 0.111
H 3.27 0.49 -1.43 0.083
H 1.41 -2.08 -2.80 0.095
H 1.24 -4.18 -4.09 0.118
H 1.33 -6.36 -2.92 0.120
H 1.63 -6.42 -0.47 0.119
H 1.80 -4.35 0.82 0.104
C 0.81 0.66 -3.65 -0.008
O 0.00 -0.01 -2.67 -0.185
C -0.93 -0.93 -3.06 -0.230
C -1.28 -1.25 -4.35 -0.038
C -2.20 -2.27 -4.55 -0.655
Br -2.64 -2.76 -6.32 0.821
C -2.78 -2.93 -3.48 -0.035
C -2.43 -2.58 -2.17 -0.046
C -1.49 -1.59 -1.98 -0.156
O -1.00 -1.19 -0.74 -0.080
C -3.08 -3.31 -1.07 -0.263
N -3.69 -4.45 -1.24 0.195
C -4.19 -4.80 -0.01 -0.214
C -4.96 -5.90 0.37 0.001
C -5.34 -5.99 1.69 -0.071
C -4.97 -5.02 2.64 -0.074
C -4.22 -3.92 2.28 -0.020
C -3.85 -3.82 0.95 -0.189
N -3.11 -2.89 0.25 0.160
H 0.20 1.31 -4.27 0.105
H 1.33 -0.07 -4.28 0.113
H 1.53 1.25 -3.10 0.067
H -0.85 -0.75 -5.21 0.115
H -3.50 -3.72 -3.62 0.121
H -0.93 -1.95 -0.14 0.122
H -5.25 -6.65 -0.36 0.120
H -5.95 -6.83 2.01 0.110
H -5.29 -5.14 3.66 0.110
H -3.93 -3.18 3.02 0.111
H -2.90 -1.96 0.56 0.113
C 2.30 3.71 -2.29 -0.020
N 2.84 3.61 -0.95 -0.047
C 3.94 4.53 -0.66 -0.135
C 4.76 4.03 0.51 -0.134
C 3.81 3.68 1.63 -0.124
N 2.86 2.66 1.17 -0.044
C 2.44 1.66 2.13 0.006
C 2.38 2.68 -0.09 -0.422
O 1.51 1.85 -0.49 -0.101
H 2.95 3.21 -3.02 0.105
H 2.22 4.77 -2.57 0.101
H 1.31 3.28 -2.33 0.051
H 3.54 5.52 -0.44 0.136
H 4.56 4.61 -1.55 0.133
H 5.46 4.80 0.84 0.131
H 5.33 3.14 0.23 0.117
H 3.27 4.57 1.98 0.139
H 4.34 3.26 2.48 0.129
H 3.31 1.31 2.69 0.110
H 1.99 0.83 1.62 0.044
H 1.72 2.07 2.85 0.107


# 3
20
Properties=species:S:1:pos:R:3:lowdin_charge:R:1 method="wB97M-V/def2-TZVPD" lumo_energy_ev=0.16 mol_weight_g_mol=261.05 gap_ha=0.28098 total_charge=0
C 1.13 -2.42 0.67 -0.175
C 1.99 -3.50 0.13 -0.066
C 1.22 1.11 -0.18 -0.069
C -3.31 2.56 0.27 -0.306
C 0.63 -0.29 -0.45 -0.101
C -2.94 1.13 0.54 -0.719
N 1.00 -1.27 0.12 -0.018
F -2.39 3.36 0.87 -0.006
F -2.71 1.00 1.91 -0.078
I -4.52 -0.21 -0.22 0.780
H 0.54 -2.41 1.61 0.126
H 2.88 -3.47 0.77 0.085
H 1.51 -4.42 0.21 0.051
H 2.19 -3.38 -0.88 0.051
H 0.86 1.65 -0.99 0.035
H 0.54 1.39 0.57 0.047
H 2.22 1.05 0.16 0.065
H -3.48 2.60 -0.76 0.078
H -4.37 2.68 0.78 0.145
H -1.98 0.90 0.03 0.074


# 4
14
Properties=species:S:1:pos:R:3:lowdin_charge:R:1 method="wB97M-V/def2-TZVPD" lumo_energy_ev=-9.52 mol_weight_g_mol=198.14 gap_ha=0.47261 de_lowest_kcal_mol=51.9 total_charge=+2
O 1.57 -2.85 -2.26 0.159
C 1.10 -1.96 -1.64 0.075
Ca 0.15 -0.30 -0.12 0.948
O -0.32 2.01 -2.69 0.251
C -0.19 1.31 -1.85 -0.066
C -0.86 1.69 1.00 -0.048
O -1.30 2.51 1.58 0.256
C 1.90 0.95 0.23 -0.091
O 2.86 1.43 0.48 0.268
C -1.97 -0.62 -0.46 -0.091
O -3.02 -0.95 -0.58 0.268
O 0.17 -1.21 1.80 -0.091
H 0.65 -0.68 2.41 0.082
H -0.71 -1.33 2.10 0.080


# 5
69
Properties=species:S:1:pos:R:3:lowdin_charge:R:1 method="wB97M-V/def2-TZVPD" lumo_energy_ev="-13.97 / -17.95" mol_weight_g_mol=629.28 gap_ha="0.28438 / 0.13772" s_squared=0.80 de_lowest_kcal_mol=26.6 spin_multiplicity=2 total_charge=+4
Zr -0.05 0.09 0.21 1.690
C -3.54 0.99 2.03 0.005
C -3.32 0.99 0.52 -0.605
C -3.17 2.40 -0.03 0.005
C -4.44 0.25 -0.19 -0.058
O -2.06 0.23 0.28 -0.497
Ge -2.15 -1.57 -0.77 1.409
O -0.48 -0.59 -1.61 -0.500
C 0.06 -1.02 -2.92 -0.611
C -1.02 -1.78 -3.67 -0.037
C 0.46 0.24 -3.69 -0.006
C 1.26 -1.93 -2.66 0.002
O -0.60 -1.88 0.65 -0.508
C -0.59 -3.12 1.43 -0.647
C -1.04 -2.83 2.88 -0.019
C -1.54 -4.11 0.78 -0.053
C 0.84 -3.65 1.44 -0.006
H -4.42 1.58 2.27 0.122
H -3.70 -0.02 2.39 0.097
H -2.68 1.43 2.54 0.085
H -4.15 2.79 -0.30 0.118
H -2.76 3.08 0.71 0.079
H -2.56 2.40 -0.94 0.091
H -5.39 0.76 -0.04 0.127
H -4.26 0.23 -1.28 0.096
H -4.56 -0.77 0.19 0.082
H -1.87 -1.13 -3.90 0.111
H -0.63 -2.16 -4.61 0.127
H -1.38 -2.64 -3.10 0.068
H -0.33 0.99 -3.61 0.103
H 1.41 0.65 -3.34 0.073
H 0.57 0.00 -4.75 0.120
H 0.93 -2.92 -2.32 0.101
H 1.84 -2.07 -3.57 0.121
H 1.91 -1.50 -1.89 0.055
H -1.85 -2.09 2.88 0.089
H -1.41 -3.75 3.33 0.115
H -0.22 -2.48 3.50 0.059
H -2.59 -3.80 0.91 0.092
H -1.34 -4.23 -0.29 0.087
H -1.45 -5.09 1.25 0.125
H 1.53 -2.88 1.80 0.065
H 0.92 -4.51 2.10 0.118
H 1.14 -3.97 0.43 0.096
O 6.01 0.25 1.88 0.345
C 4.85 0.29 1.35 -0.167
C 4.57 0.45 -0.05 0.169
C 3.27 0.43 -0.48 -0.025
N 2.20 0.27 0.35 -0.038
C 2.48 0.19 1.68 -0.556
Br 0.88 0.15 2.77 1.075
C 3.72 0.17 2.24 0.111
H 6.80 0.33 1.28 0.231
H 5.37 0.59 -0.77 0.175
H 3.05 0.52 -1.54 0.139
H 3.90 0.08 3.31 0.174
C 1.74 3.78 -0.44 -0.104
C 1.34 4.12 1.02 -0.095
C 0.09 3.30 1.29 -0.111
O 0.11 2.21 0.29 -0.386
C 0.60 2.88 -0.93 -0.122
H 2.70 3.27 -0.47 0.102
H 1.82 4.66 -1.07 0.144
H 1.13 5.18 1.13 0.143
H 2.14 3.90 1.72 0.121
H -0.81 3.89 1.10 0.133
H 0.03 2.87 2.28 0.101
H -0.21 3.49 -1.34 0.154
H 0.90 2.12 -1.65 0.099


# 6
14
Properties=species:S:1:pos:R:3:lowdin_charge:R:1 method="wB97M-V/def2-TZVPD" lumo_energy_ev=0.75 mol_weight_g_mol=104.18 gap_ha=0.32223 de_lowest_kcal_mol=20.2 total_charge=0 smiles="CNC(=S)NC"
C -0.98 -1.41 -0.18 -0.087
N 0.45 -1.29 0.10 -0.068
C 1.23 -0.21 -0.15 -0.917
S 2.91 -0.22 0.02 0.522
N 0.59 0.94 -0.65 -0.062
C -0.42 1.59 0.33 -0.057
H -1.54 -1.30 0.78 0.084
H -1.27 -0.63 -0.93 0.091
H -1.20 -2.44 -0.60 0.096
H 0.93 -2.01 0.63 0.124
H 1.27 1.60 -0.91 0.051
H -1.30 1.85 -0.32 0.083
H -0.67 1.01 1.20 0.070
H -0.01 2.53 0.69 0.070


# 7
14
Properties=species:S:1:pos:R:3:lowdin_charge:R:1 method="wB97M-V/def2-TZVPD" lumo_energy_ev=0.99 mol_weight_g_mol=84.12 gap_ha=0.38029 de_lowest_kcal_mol=34.9 total_charge=0
H 1.96 1.24 -1.08 0.052
N 1.35 0.54 -1.49 0.132
C 0.19 0.42 -0.97 -0.470
C -0.79 -0.52 -1.71 -0.066
N -0.52 1.01 0.13 0.088
C -0.37 0.71 1.34 -0.212
C 0.54 -0.33 1.84 -0.058
H -1.72 0.00 -2.02 0.073
H -1.17 -1.52 -1.38 0.079
H -0.49 -0.80 -2.72 0.060
H -1.16 1.05 2.03 0.117
H 1.11 -0.70 1.10 0.027
H -0.12 -1.11 2.33 0.112
H 1.18 0.01 2.60 0.066


# 8
86
Properties=species:S:1:pos:R:3:lowdin_charge:R:1 method="wB97M-V/def2-TZVPD" lumo_energy_ev=2.51 mol_weight_g_mol=627.96 gap_ha=0.23008 de_lowest_kcal_mol=26.7 total_charge=-1
Zr -0.20 0.58 -0.63 1.752
C 0.78 -2.17 -0.23 -0.063
C 0.90 -1.27 0.86 -0.211
C 1.82 -0.23 0.43 -0.266
C 2.18 -0.57 -0.92 -0.100
C 1.59 -1.77 -1.30 -0.235
C 1.93 -2.61 -2.51 -0.542
C 2.70 -1.80 -3.55 -0.048
C 0.68 -3.20 -3.17 -0.036
C 2.81 -3.78 -2.03 -0.049
C 2.80 0.68 1.23 -0.508
C 2.20 1.80 2.09 -0.053
C 3.65 -0.24 2.13 -0.049
C 3.78 1.39 0.28 -0.073
C 0.35 -1.72 2.23 -0.513
C 1.25 -2.85 2.76 -0.047
C -1.07 -2.31 2.10 -0.056
C 0.25 -0.63 3.31 -0.057
H 0.23 -3.10 -0.19 0.110
H 2.90 -0.04 -1.52 0.102
H 2.13 -0.91 -3.83 0.087
H 2.87 -2.40 -4.44 0.082
H 3.67 -1.49 -3.16 0.080
H 0.06 -2.42 -3.61 0.063
H 0.08 -3.77 -2.45 0.076
H 0.96 -3.88 -3.98 0.085
H 3.71 -3.40 -1.53 0.084
H 3.11 -4.40 -2.88 0.078
H 2.27 -4.41 -1.32 0.079
H 1.39 1.47 2.72 0.048
H 1.81 2.60 1.47 0.056
H 2.99 2.21 2.73 0.086
H 3.09 -0.56 3.01 0.055
H 4.54 0.30 2.47 0.080
H 3.97 -1.12 1.58 0.092
H 3.25 1.97 -0.48 0.075
H 4.45 0.68 -0.22 0.081
H 4.39 2.07 0.86 0.083
H 1.23 -3.70 2.06 0.080
H 0.90 -3.19 3.73 0.082
H 2.29 -2.52 2.85 0.064
H -1.10 -3.16 1.41 0.071
H -1.77 -1.55 1.77 0.072
H -1.39 -2.69 3.07 0.080
H 1.24 -0.40 3.73 0.065
H -0.38 -0.98 4.13 0.084
H -0.18 0.27 2.88 0.042
O -1.06 -0.46 -4.65 0.057
C -1.12 -0.35 -3.43 -0.603
O -0.15 -0.04 -2.64 -0.166
C -2.48 -0.67 -2.74 -0.079
C -2.29 -1.53 -1.48 -0.231
C -3.64 -2.10 -1.03 -0.079
C -4.30 -0.85 -0.39 -0.081
C -3.24 0.22 -0.64 -0.226
O -2.02 -0.55 -0.46 -0.230
C -3.19 0.58 -2.14 -0.079
C -2.39 1.89 -2.38 -0.570
O -2.82 2.70 -3.18 0.071
O -1.32 2.00 -1.68 -0.161
H -3.09 -1.17 -3.49 0.150
H -1.48 -2.25 -1.53 0.131
H -4.21 -2.49 -1.87 0.116
H -3.51 -2.90 -0.30 0.110
H -5.26 -0.59 -0.83 0.117
H -4.45 -0.98 0.69 0.113
H -3.24 1.08 0.03 0.152
H -4.18 0.74 -2.56 0.151
C -2.61 2.14 2.91 -0.066
C -2.00 3.23 2.08 -0.229
C -2.37 4.55 2.26 -0.093
C -1.78 5.58 1.55 -0.128
C -0.79 5.27 0.63 -0.085
C -0.39 3.96 0.40 -0.220
C 0.71 3.72 -0.62 -0.064
C -0.99 2.88 1.12 -0.338
N -0.62 1.60 0.94 -0.160
H -3.55 2.47 3.36 0.066
H -1.93 1.84 3.71 0.073
H -2.80 1.24 2.30 0.049
H -3.14 4.78 2.99 0.095
H -2.09 6.61 1.69 0.081
H -0.31 6.06 0.07 0.103
H 1.67 4.11 -0.26 0.079
H 0.47 4.21 -1.55 0.090
H 0.84 2.65 -0.84 0.017